# 1
ORCA calculation (ωB97M-V with the def2-TZVPD basis set) on 2 unconnected molecules or ions with the total composition C2H6NS.

Last column: Löwdin spin population.
Atoms and positions in Å:
1 S -2.036 -0.282 0.220  0.864
2 H -1.892 -1.228 1.162  0.038
3 C 1.294 1.112 0.662  0.024
4 C 1.369 -0.643 -0.843  0.018
5 N 1.951 0.368 -0.375  0.018
6 H 0.284 0.735 0.903  0.019
7 H 1.130 2.152 0.354  0.000
8 H 1.935 1.141 1.535  0.001
9 H 1.903 -1.216 -1.593  0.003
10 H 0.340 -0.975 -0.631  0.015

Forces on atoms 1 to 2 (eV/Å):
S -0.1 0.0 0.0
H 0.0 0.0 0.0

- ΔE to the lowest compared entry with this formula, charge and spin (kcal per mole) = 25.6
- total charge = 0
- lowest unoccupied orbital energy (spin up / spin down) (eV) = 0.84 / -2.62
- E_HOMO (spin up / spin down) (eV) = -9.646 / -9.738
- energy (eV) = -14494.121
- HOMO-LUMO gap (spin up / spin down) (eV) = 10.483 / 7.120
- spin multiplicity = 2

# 2
ORCA calculation (ωB97M-V with the def2-TZVPD basis set) on C16H11ClF13N2OPS in the gas phase in a non-equilibrium geometry.

Last column: natural (NBO) charge in e.
Atoms and positions in Å:
1 C -2.616 3.417 -3.485  -0.637
2 C -2.236 1.812 -3.756  -0.473
3 C -2.683 0.988 -2.402  0.047
4 C -4.217 1.321 -1.828  -0.235
5 C -4.882 0.630 -0.499  0.117
6 N -6.244 0.813 0.139  -0.553
7 S -6.120 -0.295 1.492  0.835
8 N -4.526 -1.007 1.466  -0.560
9 C -3.843 -0.407 0.243  0.091
10 C -2.304 -0.786 -0.264  0.041
11 C -1.409 -1.842 0.614  -0.454
12 C -0.179 -0.989 1.363  -0.502
13 C 0.485 -2.012 2.442  0.670
14 F 0.288 -3.464 2.090  -0.339
15 F -0.264 -1.809 3.739  -0.342
16 C 2.065 -1.794 2.787  0.601
17 F 2.924 -2.819 2.081  -0.310
18 F 2.202 -2.179 4.246  -0.317
19 C 2.629 -0.269 2.696  0.599
20 F 1.658 0.733 3.280  -0.303
21 F 3.813 -0.211 3.634  -0.314
22 C 3.056 0.290 1.236  0.608
23 F 2.061 1.371 0.877  -0.315
24 F 3.037 -0.666 0.114  -0.296
25 C 4.531 1.051 1.175  0.591
26 F 4.638 2.188 2.157  -0.296
27 F 4.558 1.723 -0.178  -0.305
28 C 5.814 0.034 1.193  0.931
29 F 6.947 0.500 2.070  -0.307
30 F 6.401 0.004 -0.199  -0.313
31 F 5.508 -1.373 1.533  -0.304
32 C -1.695 -0.109 -1.627  -0.447
33 P 0.014 -0.445 -2.409  1.127
34 O 0.770 -1.894 -1.773  -0.962
35 Cl -0.266 -0.916 -4.505  -0.323
36 H -2.726 3.642 -2.321  0.231
37 H -3.654 3.672 -4.011  0.213
38 H -1.802 4.151 -3.945  0.227
39 H -2.803 1.492 -4.729  0.249
40 H -1.059 1.794 -3.948  0.239
41 H -4.880 2.098 -2.433  0.248
42 H -2.121 -2.337 1.425  0.265
43 H -0.970 -2.735 -0.017  0.248
44 H -0.679 -0.027 1.823  0.283
45 H 0.514 -0.630 0.494  0.253
46 H 0.265 -2.710 -2.078  0.495

Forces on atoms 1 to 2 (eV/Å):
C -0.4 0.4 -0.1
C 0.2 1.3 0.9

- total charge = 0
- lowest unoccupied orbital energy (eV) = -2.04
- E_HOMO (eV) = -8.733
- energy (eV) = -89755.240
- HOMO-LUMO gap (eV) = 6.688
- spin multiplicity = 1

# 3
ORCA calculation (ωB97M-V with the def2-TZVPD basis set) on C20H20N4O3S in the gas phase.

Last column: natural (NBO) charge in e.
Atoms and positions in Å:
1 C 1.883 4.021 1.389  -0.253
2 H 1.660 3.107 1.949  0.176
3 O 0.744 4.550 0.747  -0.536
4 C 0.296 3.836 -0.375  -0.068
5 C -0.603 2.627 -0.048  -0.251
6 N 0.120 1.487 0.441  -0.390
7 C 0.902 0.646 -0.299  0.241
8 N 1.443 -0.324 0.379  -0.532
9 C 1.012 -0.144 1.670  0.158
10 C 1.270 -0.892 2.810  -0.209
11 C 0.676 -0.482 3.985  -0.220
12 C -0.150 0.641 4.038  -0.215
13 C -0.416 1.401 2.914  -0.260
14 C 0.174 0.994 1.729  0.089
15 H -1.048 2.275 2.964  0.217
16 H -0.594 0.925 4.980  0.214
17 H 0.850 -1.045 4.890  0.217
18 H 1.903 -1.762 2.762  0.232
19 S 1.078 0.839 -2.016  0.278
20 C 1.817 -0.776 -2.416  -0.616
21 H 1.630 -0.923 -3.481  0.248
22 C 1.376 -1.995 -1.620  0.724
23 O 2.212 -2.822 -1.331  -0.596
24 N 0.057 -2.184 -1.319  -0.462
25 C -1.015 -1.338 -1.643  0.093
26 C -1.278 -0.902 -2.934  -0.190
27 C -2.337 -0.045 -3.178  -0.233
28 C -3.146 0.377 -2.137  -0.205
29 C -2.925 -0.088 -0.853  -0.260
30 C -1.874 -0.961 -0.602  0.214
31 N -1.647 -1.473 0.669  -0.633
32 C -0.900 -2.585 0.921  0.687
33 O -0.807 -3.057 2.027  -0.578
34 C -0.257 -3.188 -0.320  -0.324
35 H 0.672 -3.687 -0.037  0.282
36 H -0.948 -3.933 -0.736  0.222
37 H -2.154 -1.076 1.450  0.419
38 H -3.563 0.219 -0.037  0.216
39 H -3.961 1.059 -2.325  0.219
40 H -2.526 0.295 -4.184  0.219
41 H -0.650 -1.233 -3.746  0.218
42 H 2.893 -0.693 -2.258  0.267
43 H -1.331 2.920 0.712  0.223
44 H -1.130 2.336 -0.963  0.225
45 H 1.142 3.500 -0.991  0.173
46 H -0.299 4.548 -0.953  0.195
47 H 2.679 3.810 0.666  0.168
48 H 2.220 4.788 2.083  0.195

Forces on atoms 1 to 2 (eV/Å):
C 0.1 -0.1 0.1
H 0.0 0.1 0.0

- ΔE to the lowest compared entry with this formula, charge and spin (kcal per mole) = 10.6
- total charge = 0
- lowest unoccupied orbital energy (eV) = 0.42
- E_HOMO (eV) = -8.111
- energy (eV) = -44003.918
- HOMO-LUMO gap (eV) = 8.534
- spin multiplicity = 1

# 4
ORCA calculation (ωB97M-V with the def2-TZVPD basis set) on C3HCl2N in the gas phase in a non-equilibrium geometry.

Last column: natural (NBO) charge in e.
Atoms and positions in Å:
1 C -0.330 -0.858 0.176  -0.196
2 C 0.525 0.044 -0.071  -0.151
3 C 0.204 1.418 -0.016  0.225
4 H -0.228 -1.907 0.153  0.244
5 N -0.468 2.419 -0.036  -0.231
6 Cl -1.932 -0.653 -0.114  0.088
7 Cl 2.229 -0.464 -0.091  0.021

Forces on atoms 1 to 2 (eV/Å):
C -2.3 -3.1 -0.9
C 4.9 2.0 0.7

- ΔE to the lowest compared entry with this formula, charge and spin (kcal per mole) = 23.5
- total charge = 0
- lowest unoccupied orbital energy (eV) = -0.33
- E_HOMO (eV) = -10.177
- energy (eV) = -29659.987
- HOMO-LUMO gap (eV) = 9.852
- spin multiplicity = 1

# 5
ORCA calculation (ωB97M-V with the def2-TZVPD basis set) on C3H5NO3 in the gas phase in a non-equilibrium geometry.

Last column: natural (NBO) charge in e.
Atoms and positions in Å:
1 C 0.649 -0.629 2.078  -0.256
2 C -0.964 0.150 -1.584  0.707
3 C 0.307 0.067 -0.202  0.599
4 O -0.406 -0.449 0.698  -0.501
5 O -1.970 1.012 -1.428  -0.690
6 N 1.470 0.451 -0.360  -0.767
7 O -0.726 -0.418 -2.611  -0.607
8 H -2.528 1.033 -2.230  0.493
9 H 1.765 0.754 -1.278  0.392
10 H 1.430 -1.325 1.787  0.213
11 H 1.044 0.350 2.333  0.212
12 H -0.072 -0.997 2.796  0.203

Forces on atoms 1 to 2 (eV/Å):
C -2.0 0.1 -1.7
C 2.9 0.2 0.6

- ΔE to the lowest compared entry with this formula, charge and spin (kcal per mole) = 77.8
- total charge = 0
- lowest unoccupied orbital energy (eV) = 0.67
- E_HOMO (eV) = -9.101
- energy (eV) = -10822.314
- HOMO-LUMO gap (eV) = 9.767
- spin multiplicity = 1

# 6
ORCA calculation (ωB97M-V with the def2-TZVPD basis set) on a molecular structure, C24H22Cl3F4N3Pd.

Last column: Löwdin spin population.
Atoms and positions in Å:
1 Pd -0.240 -0.045 0.485  1.023
2 C -1.500 -3.286 1.190  0.001
3 C -0.063 -3.071 1.638  0.002
4 N 0.762 -2.244 0.740  0.094
5 C 2.134 -2.166 1.289  0.002
6 C 2.295 -1.223 2.465  0.006
7 C 0.785 -2.758 -0.638  0.005
8 C -0.329 -2.204 -1.523  0.030
9 N -0.357 -0.754 -1.414  0.322
10 C -0.905 -0.026 -2.444  0.010
11 C -0.468 1.307 -2.636  0.054
12 F 0.495 1.792 -1.861  0.016
13 C -0.996 2.117 -3.615  -0.004
14 F -0.527 3.362 -3.748  -0.007
15 C -1.992 1.670 -4.461  0.065
16 C -2.436 0.374 -4.295  -0.006
17 F -3.418 -0.094 -5.078  -0.007
18 C -1.911 -0.458 -3.328  0.050
19 F -2.439 -1.682 -3.206  0.015
20 H -2.078 -3.692 2.021  0.000
21 H -1.568 -4.000 0.369  0.001
22 H -1.965 -2.350 0.878  0.001
23 H 0.422 -4.053 1.749  0.002
24 H -0.052 -2.590 2.614  0.001
25 H 2.797 -1.849 0.485  0.000
26 H 2.457 -3.176 1.583  0.003
27 H 2.034 -0.202 2.192  0.005
28 H 3.337 -1.234 2.791  0.000
29 H 1.675 -1.503 3.317  0.000
30 H 0.748 -3.856 -0.651  0.002
31 H 1.732 -2.465 -1.086  0.000
32 H -1.295 -2.630 -1.250  0.011
33 H -0.135 -2.517 -2.552  0.005
34 H -2.408 2.312 -5.225  0.004
35 C 1.342 3.893 4.049  0.000
36 C 1.541 3.517 2.704  0.000
37 C 0.897 2.425 2.197  0.015
38 C 0.015 1.641 2.991  0.031
39 C -0.650 0.493 2.448  0.114
40 C -1.516 -0.175 3.280  0.020
41 C -1.727 0.209 4.625  0.004
42 C -1.068 1.282 5.151  0.001
43 C -0.182 2.031 4.341  0.005
44 C 0.502 3.167 4.843  0.001
45 H 1.853 4.761 4.446  0.000
46 H 2.202 4.100 2.074  0.000
47 H 1.047 2.141 1.161  0.009
48 H -2.078 -1.027 2.917  0.003
49 H -2.416 -0.361 5.238  0.001
50 H -1.214 1.578 6.184  0.000
51 H 0.340 3.452 5.877  0.000
52 Cl -5.679 2.099 -0.550  0.003
53 C -4.591 0.827 0.029  0.004
54 Cl -4.922 0.459 1.734  0.003
55 Cl -4.791 -0.632 -0.960  0.001
56 C -3.205 1.271 -0.090  0.035
57 N -2.083 1.503 -0.130  0.043

Forces on atoms 1 to 2 (eV/Å):
Pd 0.2 -0.3 0.1
C 0.0 0.0 0.0

- total charge = 0
- lowest unoccupied orbital energy (spin up / spin down) (eV) = 0.27 / -1.67
- E_HOMO (spin up / spin down) (eV) = -7.137 / -7.491
- energy (eV) = -81628.877
- HOMO-LUMO gap (spin up / spin down) (eV) = 7.410 / 5.818
- spin multiplicity = 3